Record 1
{
  "formula": "C8H14N2O2",
  "method": "ωB97M-V with the def2-TZVPD basis set",
  "symbols": ["O", "C", "O", "H", "C", "H", "H", "C", "H", "H", "C", "N", "C", "N", "C", "H", "H", "C", "H", "H", "C", "H", "H", "H", "H", "H"],
  "positions_angstrom": [[1.680, 1.423, 1.691], [2.634, 1.251, 1.022], [3.614, 2.112, 0.874], [3.393, 3.054, 1.401], [3.153, 0.222, 0.317], [3.487, 0.319, -0.554], [4.162, -0.259, 1.091], [2.237, -1.091, 0.305], [1.913, -1.248, 1.358], [2.658, -2.010, 0.100], [1.100, -1.083, -0.548], [0.065, -0.237, 0.094], [-1.403, -0.048, -0.300], [-1.725, -1.069, -1.263], [-3.131, -0.746, -1.528], [-3.601, -1.784, -1.011], [-3.461, -0.529, -2.377], [-3.606, 0.357, -0.409], [-3.854, 1.151, -1.239], [-4.499, 0.003, 0.115], [-2.364, 0.616, 0.358], [-2.473, 0.022, 1.547], [-2.098, 1.482, 0.525], [0.248, 0.399, 0.974], [0.654, -1.902, -1.102], [1.217, -0.404, -1.442]],
  "e_above_lowest_kcal_mol": 173.5,
  "homo_lumo_gap_ev": 7.93,
  "energy_ha": -572.93166,
  "multiplicity": 1
}

Record 2
{
  "formula": "C2H6N3O2",
  "method": "ωB97M-V with the def2-TZVPD basis set",
  "symbols": ["N", "C", "C", "N", "N", "O", "O", "H", "H", "H", "H", "H", "H"],
  "positions_angstrom": [[1.586, 0.111, 0.146], [0.625, 0.739, -0.752], [-0.646, -0.027, -0.197], [-0.957, -1.217, -0.399], [-1.111, 0.423, 1.115], [-0.795, 1.522, 1.393], [-1.737, -0.383, 1.761], [2.320, 0.609, 0.670], [1.889, -0.741, -0.399], [0.489, 1.804, -0.523], [0.759, 0.481, -1.858], [-0.836, -1.701, -1.256], [-1.586, -1.619, 0.299]],
  "smiles": "NCC(=[NH2+])[N+](=O)[O-]",
  "e_above_lowest_kcal_mol": 88.4,
  "homo_lumo_gap_ev": 8.60,
  "energy_ha": -394.14056,
  "multiplicity": 1,
  "charge": 1
}

Record 3
{
  "formula": "C4H3Br",
  "method": "ωB97M-V with the def2-TZVPD basis set",
  "symbols": ["C", "C", "Br", "H", "C", "C", "H", "H"],
  "positions_angstrom": [[0.857, 1.746, 0.571], [1.632, 0.823, 0.299], [2.955, -0.315, 0.065], [0.784, 2.408, 1.445], [-1.986, -0.794, -1.117], [-1.770, -1.267, -0.034], [-2.430, -0.660, -2.036], [-0.915, -1.127, 0.595]],
  "smiles": "C#CBr.C#C",
  "e_above_lowest_kcal_mol": 70.3,
  "homo_lumo_gap_ev": 10.44,
  "energy_ha": -2728.01028,
  "multiplicity": 1
}

Record 4
{
  "formula": "C3HGaO3",
  "method": "ωB97M-V with the def2-TZVPD basis set",
  "symbols": ["H", "O", "C", "C", "O", "C", "O", "Ga"],
  "positions_angstrom": [[0.435, -1.961, 0.488], [0.217, -1.107, -2.453], [0.377, -0.961, -1.305], [0.465, -0.971, 0.021], [0.447, 0.118, 0.829], [-0.296, 1.796, 0.874], [-0.014, 2.693, 0.137], [-1.629, 0.395, 1.409]],
  "e_above_lowest_kcal_mol": 0.0,
  "homo_lumo_gap_ev": [8.38, 6.31],
  "energy_ha": -2265.00218,
  "multiplicity": 2,
  "charge": 1
}

Record 5
{
  "formula": "C26H32IN6O5S2Sc",
  "method": "ωB97M-V with the def2-TZVPD basis set",
  "symbols": ["Sc", "C", "C", "N", "C", "C", "C", "O", "C", "C", "N", "C", "C", "C", "C", "C", "C", "I", "C", "O", "H", "H", "H", "H", "H", "H", "H", "H", "H", "H", "H", "H", "C", "O", "C", "C", "O", "C", "C", "O", "C", "H", "H", "H", "H", "H", "H", "H", "H", "H", "H", "H", "H", "H", "H", "N", "C", "N", "C", "C", "S", "C", "C", "S", "C", "N", "N", "H", "H", "H", "H", "H", "H"],
  "positions_angstrom": [[0.526, -0.522, 0.314], [-1.354, 1.391, 4.016], [-1.714, 2.135, 2.764], [-2.634, 3.075, 2.829], [-2.955, 3.766, 1.727], [-2.381, 3.555, 0.493], [-2.813, 4.382, -0.696], [-1.728, 5.046, -1.326], [-1.408, 2.535, 0.397], [-0.764, 2.275, -0.876], [-0.042, 1.248, -1.185], [0.341, 1.231, -2.569], [-0.614, 1.395, -3.571], [-0.247, 1.391, -4.908], [1.082, 1.225, -5.268], [2.045, 1.048, -4.285], [1.662, 1.043, -2.953], [3.074, 0.700, -1.465], [-1.071, 1.819, 1.543], [-0.141, 0.870, 1.527], [-2.021, 1.694, 4.818], [-0.325, 1.597, 4.320], [-1.426, 0.312, 3.867], [-3.716, 4.527, 1.852], [-3.588, 5.083, -0.381], [-3.261, 3.742, -1.460], [-1.522, 5.853, -0.842], [-0.925, 3.035, -1.638], [-1.654, 1.533, -3.299], [-1.003, 1.526, -5.669], [1.374, 1.231, -6.309], [3.084, 0.919, -4.554], [0.354, -2.348, 3.232], [-0.376, -1.849, 2.105], [-1.774, -2.099, 2.204], [-2.465, -1.214, 1.188], [-1.594, -1.195, 0.040], [-2.187, -1.053, -1.259], [-1.249, -1.759, -2.216], [0.097, -1.521, -1.795], [1.017, -2.109, -2.732], [0.016, -1.849, 4.141], [0.208, -3.427, 3.326], [1.403, -2.130, 3.066], [-1.963, -3.161, 2.006], [-2.137, -1.872, 3.209], [-3.433, -1.629, 0.908], [-2.599, -0.196, 1.552], [-3.169, -1.528, -1.274], [-2.299, 0.006, -1.488], [-1.420, -2.839, -2.217], [-1.394, -1.383, -3.232], [0.931, -1.598, -3.692], [2.021, -1.986, -2.338], [0.787, -3.169, -2.850], [2.244, 1.899, 2.583], [2.968, 0.846, 2.200], [2.471, -0.221, 1.588], [3.493, -1.142, 1.341], [4.728, -0.766, 1.723], [4.675, 0.787, 2.468], [3.078, -2.409, 0.755], [3.779, -3.554, 0.625], [2.754, -4.817, 0.058], [1.431, -3.718, 0.032], [1.742, -2.484, 0.372], [0.182, -4.103, -0.333], [1.253, 1.875, 2.391], [2.677, 2.713, 2.980], [5.654, -1.310, 1.637], [4.809, -3.747, 0.870], [-0.019, -5.090, -0.366], [-0.573, -3.512, -0.022]],
  "e_above_lowest_kcal_mol": 0.0,
  "homo_lumo_gap_ev": 7.70,
  "energy_ha": -3569.20374,
  "multiplicity": 1,
  "charge": 2
}

Record 6
{
  "formula": "CHN3O3",
  "method": "ωB97M-V with the def2-TZVPD basis set",
  "symbols": ["C", "N", "N", "N", "O", "O", "O", "H"],
  "positions_angstrom": [[1.784, 0.765, -0.068], [2.579, 1.289, 0.547], [-0.402, -0.096, -1.044], [-0.385, -1.037, 0.139], [0.352, -1.932, -0.106], [-1.105, -0.770, 1.095], [-1.180, 0.910, -0.746], [-1.643, 0.872, 0.184]],
  "e_above_lowest_kcal_mol": 132.0,
  "homo_lumo_gap_ev": [7.38, 9.78],
  "energy_ha": -428.35415,
  "multiplicity": 1
}

Record 7
{
  "formula": "C5H16N2O",
  "method": "ωB97M-V with the def2-TZVPD basis set",
  "symbols": ["C", "N", "C", "C", "C", "C", "N", "H", "H", "H", "H", "H", "H", "H", "H", "H", "H", "H", "H", "H", "H", "O", "H", "H"],
  "positions_angstrom": [[2.171, 0.603, 0.317], [0.789, 0.073, 0.381], [0.517, -1.163, -0.518], [-0.779, -1.117, -1.264], [-1.944, -1.376, -0.317], [-3.281, -0.714, -0.866], [-3.434, 0.717, -0.639], [2.663, -0.073, -0.465], [2.797, 0.664, 1.247], [2.217, 1.579, -0.079], [0.129, 0.769, 0.102], [0.713, -1.989, 0.226], [1.426, -1.253, -1.119], [-0.778, -1.825, -2.090], [-1.017, -0.218, -1.875], [-1.803, -1.059, 0.743], [-2.353, -2.363, -0.149], [-3.600, -1.102, -1.808], [-4.129, -1.158, -0.351], [-2.946, 1.296, -1.278], [-3.535, 1.083, 0.283], [5.251, 3.124, 2.935], [5.139, 3.124, 3.929], [5.785, 2.377, 2.655]],
  "smiles": "CNCCCCN.O",
  "e_above_lowest_kcal_mol": 53.2,
  "homo_lumo_gap_ev": 9.39,
  "energy_ha": -384.77326,
  "multiplicity": 1
}

Record 8
{
  "formula": "C26H31N3ORh",
  "method": "ωB97M-V with the def2-TZVPD basis set",
  "symbols": ["Rh", "C", "C", "C", "C", "C", "C", "C", "C", "N", "C", "C", "C", "C", "N", "C", "C", "C", "C", "C", "C", "C", "C", "H", "H", "H", "H", "H", "H", "H", "H", "H", "H", "H", "H", "H", "H", "H", "H", "H", "H", "H", "H", "H", "H", "H", "H", "O", "C", "C", "C", "C", "C", "C", "N", "H", "H", "H", "H", "H", "H", "H"],
  "positions_angstrom": [[-0.616, -0.446, -0.172], [1.409, -1.381, 2.698], [2.395, -1.750, 1.660], [3.342, -2.820, 1.952], [4.297, -3.200, 1.050], [4.341, -2.533, -0.167], [3.421, -1.449, -0.504], [3.556, -0.808, -1.834], [2.473, -1.070, 0.434], [1.532, -0.032, 0.151], [1.872, 1.210, 0.229], [3.212, 1.714, 0.625], [0.787, 2.209, -0.082], [1.157, 3.631, -0.334], [-0.390, 1.722, -0.123], [-1.564, 2.512, -0.404], [-2.071, 3.397, 0.539], [-1.419, 3.627, 1.879], [-3.244, 4.075, 0.203], [-3.867, 3.878, -1.016], [-3.345, 2.979, -1.929], [-2.187, 2.268, -1.631], [-1.585, 1.325, -2.640], [1.327, -2.138, 3.473], [0.415, -1.196, 2.280], [1.717, -0.441, 3.176], [3.274, -3.310, 2.917], [5.000, -3.991, 1.273], [5.086, -2.808, -0.905], [4.060, -1.462, -2.543], [4.172, 0.096, -1.752], [2.589, -0.508, -2.240], [3.828, 0.949, 1.092], [3.104, 2.557, 1.307], [3.739, 2.100, -0.253], [2.026, 3.693, -0.991], [1.423, 4.134, 0.599], [0.324, 4.167, -0.783], [-0.996, 2.711, 2.296], [-2.145, 4.010, 2.592], [-0.623, 4.372, 1.818], [-3.671, 4.768, 0.916], [-4.766, 4.428, -1.258], [-3.833, 2.834, -2.885], [-2.284, 1.103, -3.443], [-1.327, 0.334, -2.199], [-0.670, 1.716, -3.088], [-2.837, -0.404, 0.222], [-3.574, -1.634, 0.197], [-2.620, -2.775, -0.031], [-3.092, -4.079, 0.002], [-2.225, -5.121, -0.263], [-0.894, -4.834, -0.558], [-0.494, -3.520, -0.561], [-1.335, -2.499, -0.297], [-3.426, 0.344, 0.394], [-4.300, -1.602, -0.619], [-4.109, -1.773, 1.138], [-4.135, -4.267, 0.225], [-2.577, -6.144, -0.248], [-0.188, -5.619, -0.789], [0.529, -3.250, -0.799]],
  "e_above_lowest_kcal_mol": 7.3,
  "homo_lumo_gap_ev": [6.97, 3.87],
  "energy_ha": -1358.35325,
  "multiplicity": 5,
  "charge": 3
}